(1)
{"formula": "C24H48F2O20PSV2", "method": "the ωB97M-V functional and the def2-TZVPD basis", "total_energy_ev": -143546.46155, "spin_multiplicity": 3, "s2": 2.12, "total_charge": 1, "homo_energy_ev": [-11.481, -11.481], "gap_ev": [4.947, 5.469], "symbols": ["O", "V", "O", "V", "O", "C", "O", "O", "H", "O", "C", "O", "O", "H", "O", "P", "O", "F", "F", "C", "C", "C", "O", "C", "H", "H", "H", "H", "H", "H", "H", "H", "C", "C", "C", "O", "C", "H", "H", "H", "H", "H", "H", "H", "H", "C", "C", "C", "O", "C", "H", "H", "H", "H", "H", "H", "H", "H", "C", "C", "C", "O", "C", "H", "H", "H", "H", "H", "H", "H", "H", "O", "S", "O", "O", "C", "C", "C", "H", "H", "H", "H", "H", "H", "H", "H", "C", "O", "C", "O", "O", "C", "H", "H", "H", "H", "H", "H"], "positions_angstrom": [[7.943, -5.194, -5.929], [6.433, -4.758, -5.895], [2.007, -6.370, -7.824], [1.463, -6.253, -6.332], [3.035, -2.076, -5.498], [3.347, -3.384, -5.602], [4.531, -3.714, -5.525], [2.488, -4.241, -5.789], [2.108, -2.123, -5.743], [5.410, -5.462, -9.726], [5.743, -5.283, -8.474], [5.285, -5.990, -7.547], [6.478, -4.368, -8.139], [6.026, -4.981, -10.283], [5.732, -6.371, -4.759], [4.497, -7.175, -4.534], [3.226, -6.919, -5.322], [4.048, -7.019, -2.942], [4.927, -8.716, -4.530], [7.178, -12.582, -3.054], [6.043, -13.452, -2.665], [5.150, -13.388, -3.872], [5.800, -12.533, -4.871], [6.671, -11.673, -4.172], [8.019, -13.154, -3.446], [7.622, -11.957, -2.279], [5.574, -12.990, -1.796], [6.327, -14.429, -2.276], [4.206, -12.903, -3.619], [4.947, -14.353, -4.336], [6.238, -10.726, -3.850], [7.525, -11.351, -4.768], [11.047, -7.239, -2.663], [9.727, -7.986, -2.721], [8.923, -7.103, -3.700], [9.508, -5.840, -3.460], [10.526, -5.825, -2.450], [11.696, -7.351, -3.532], [11.716, -7.567, -1.867], [9.133, -7.993, -1.808], [9.799, -9.009, -3.091], [7.870, -7.048, -3.423], [9.063, -7.474, -4.716], [10.132, -5.539, -1.474], [11.273, -5.068, -2.687], [5.434, -8.789, 0.313], [6.186, -9.721, 1.256], [5.877, -11.139, 0.801], [4.789, -10.871, -0.126], [5.093, -9.666, -0.812], [6.049, -7.933, 0.035], [4.497, -8.422, 0.733], [6.012, -9.515, 2.312], [7.255, -9.647, 1.054], [5.581, -11.793, 1.621], [6.704, -11.590, 0.253], [4.177, -9.438, -1.356], [5.903, -9.879, -1.510], [2.156, -4.812, -0.969], [2.500, -4.380, 0.386], [1.604, -5.142, 1.282], [1.443, -6.437, 0.662], [2.044, -6.334, -0.702], [2.885, -4.510, -1.721], [1.212, -4.432, -1.362], [2.439, -3.298, 0.496], [3.544, -4.664, 0.514], [0.674, -4.574, 1.245], [1.933, -5.090, 2.320], [1.524, -6.879, -1.489], [3.028, -6.803, -0.667], [0.095, -10.708, -6.909], [1.121, -9.967, -6.181], [1.433, -8.572, -6.361], [0.811, -10.183, -4.577], [1.687, -9.666, -3.573], [0.992, -9.970, -2.191], [2.699, -10.818, -6.255], [1.974, -8.618, -3.664], [2.575, -10.297, -3.608], [0.164, -9.266, -2.110], [1.625, -9.781, -1.324], [0.721, -11.026, -2.161], [2.926, -10.927, -7.316], [2.495, -11.841, -5.941], [3.441, -10.387, -5.584], [8.946, -2.141, -3.277], [8.207, -2.834, -2.302], [7.386, -3.826, -2.620], [6.983, -4.069, -3.762], [7.044, -4.363, -1.463], [5.920, -5.174, -1.311], [9.235, -2.714, -4.158], [9.906, -1.765, -2.925], [8.456, -1.186, -3.466], [5.868, -5.968, -2.055], [4.970, -4.647, -1.225], [5.954, -5.707, -0.361]], "forces_ev_per_angstrom": [[-2.1, 0.7, -0.2], [0.8, -2.3, -1.1], [-2.2, 0.7, 4.1], [6.7, -0.7, -3.1], [-0.3, -1.3, -0.2], [3.0, 0.5, 0.0], [2.1, 0.4, 0.3], [-5.1, -2.7, -0.8], [-0.6, 0.9, 0.1], [-0.5, -1.0, -0.8], [-0.7, -0.5, 1.5], [-0.7, -1.1, 1.1], [2.4, 3.4, 0.6], [0.1, 0.4, -0.1], [-1.1, -0.4, 0.2], [-0.3, 0.4, 1.4], [-0.2, -0.3, 0.4], [0.7, -0.6, -2.9], [-1.0, 1.9, -0.1], [2.0, 1.3, -0.2], [-0.4, 0.2, 1.6], [-0.4, 0.3, -1.1], [-0.6, -0.3, 0.1], [0.9, -0.6, 0.3], [-0.1, -0.1, -0.2], [-0.2, -0.2, 0.5], [-0.4, 0.1, -0.1], [0.1, -0.2, -0.6], [-0.3, -0.1, 0.1], [0.1, 0.1, -0.1], [-0.7, -0.1, 0.4], [-0.1, -0.3, -0.6], [0.6, -0.2, 2.2], [-0.7, -0.7, -1.1], [1.0, -0.6, 1.4], [-0.7, 2.4, -0.6], [0.4, -0.7, -1.6], [-0.6, 0.3, -0.5], [-0.2, -0.1, 0.4], [0.6, 0.0, 0.5], [0.1, -0.1, 0.1], [-0.1, -0.2, -0.3], [-0.1, 0.5, -0.2], [-0.2, -0.6, 0.3], [-0.1, 0.1, -0.4], [0.3, 1.4, 0.6], [1.6, 0.1, 0.3], [-1.4, 1.0, -0.6], [-0.3, -2.0, 0.1], [-0.6, -1.7, -0.3], [0.0, 0.1, 0.0], [0.1, 0.0, 0.3], [-0.1, -0.1, -0.1], [0.2, 0.7, 0.4], [-0.4, -0.1, -0.4], [0.1, -0.1, 0.0], [0.1, 0.3, -0.1], [0.3, 0.3, -0.3], [-0.6, -1.4, -1.5], [1.6, 1.6, 0.4], [-0.8, 0.6, -0.3], [0.6, 0.3, -1.2], [0.1, 0.5, 0.7], [0.2, -0.4, 0.0], [-0.3, 0.1, 0.4], [-0.1, 0.0, 0.3], [0.2, 0.0, 0.4], [-0.6, -0.4, 0.2], [0.1, -1.0, 0.0], [-0.7, -0.1, 0.5], [0.2, 0.1, 0.2], [1.9, 2.2, 1.4], [-0.2, -4.0, 2.1], [-1.0, 2.4, -0.5], [-1.0, 0.7, -2.2], [0.5, -1.3, 2.1], [0.4, 0.8, -1.2], [-1.0, -0.7, -0.5], [-0.3, 0.0, -0.4], [0.3, 0.3, 0.0], [-0.4, -0.5, 0.1], [0.4, 0.1, -0.3], [-0.4, 0.2, -0.1], [0.5, 0.5, 0.1], [-0.2, 0.0, 0.2], [0.0, 0.3, -0.6], [0.8, 1.3, -1.0], [0.4, -0.8, 0.4], [-0.2, 1.1, -1.3], [-0.1, 0.1, 1.4], [0.3, 0.2, 0.0], [-1.1, -1.6, 0.1], [-0.8, -0.2, -0.1], [0.0, -0.6, 1.0], [-0.5, -0.3, -0.7], [0.0, 0.4, -0.2], [0.2, 0.5, -0.6], [0.7, 0.3, 0.1]]}

(2)
{"formula": "C21H46ClNO37PS10", "method": "the ωB97M-V functional and the def2-TZVPD basis", "total_energy_ev": -229910.56367, "total_charge": 1, "homo_energy_ev": -11.550, "gap_ev": 9.067, "symbols": ["C", "C", "S", "C", "N", "P", "O", "Cl", "H", "H", "H", "H", "H", "H", "H", "H", "H", "H", "C", "C", "O", "S", "O", "O", "O", "H", "H", "H", "H", "C", "C", "O", "S", "O", "O", "O", "H", "H", "H", "H", "C", "C", "O", "S", "O", "O", "O", "H", "H", "H", "H", "C", "C", "O", "S", "O", "O", "O", "H", "H", "H", "H", "C", "C", "O", "S", "O", "O", "O", "H", "H", "H", "H", "C", "C", "O", "S", "O", "O", "O", "H", "H", "H", "H", "C", "C", "O", "S", "O", "O", "O", "H", "H", "H", "H", "C", "C", "O", "S", "O", "O", "O", "H", "H", "H", "H", "C", "C", "O", "S", "O", "O", "O", "H", "H", "H", "H"], "positions_angstrom": [[1.211, -3.041, 2.049], [1.368, -4.674, 2.064], [-0.110, -5.621, 1.410], [-1.720, -5.060, 2.193], [-2.255, -3.786, 1.532], [-2.817, -2.546, 2.684], [-2.809, -0.957, 1.892], [-1.480, -2.348, 4.358], [1.751, -2.657, 1.066], [0.107, -2.653, 2.010], [1.827, -2.586, 2.957], [1.700, -4.980, 3.162], [2.287, -4.934, 1.352], [-1.687, -5.001, 3.367], [-2.526, -5.902, 1.939], [-1.545, -3.435, 0.822], [-3.102, -4.055, 0.946], [-2.458, -1.145, 0.970], [0.951, -2.201, -3.502], [2.274, -2.750, -2.975], [1.978, -3.255, -1.674], [0.445, -3.812, -1.659], [0.483, -5.243, -1.863], [-0.256, -3.191, -0.559], [-0.048, -3.113, -3.048], [0.734, -1.218, -3.074], [0.938, -2.134, -4.593], [3.052, -1.984, -2.923], [2.627, -3.586, -3.589], [0.696, 2.590, -4.012], [1.914, 3.224, -3.345], [2.877, 2.176, -3.255], [2.688, 1.171, -4.526], [3.648, 1.542, -5.541], [2.551, -0.177, -4.025], [1.220, 1.701, -4.997], [0.117, 2.000, -3.294], [0.046, 3.336, -4.478], [1.686, 3.624, -2.354], [2.336, 4.018, -3.970], [-1.975, 3.795, 2.900], [-0.618, 3.229, 3.307], [-0.790, 1.813, 3.312], [-1.879, 1.408, 2.167], [-1.157, 1.001, 0.982], [-2.907, 0.599, 2.780], [-2.480, 2.902, 1.909], [-2.672, 3.795, 3.745], [-1.896, 4.808, 2.496], [-0.297, 3.581, 4.290], [0.149, 3.473, 2.565], [-5.370, -0.985, -1.759], [-5.891, -2.394, -1.491], [-5.676, -2.613, -0.099], [-5.823, -1.192, 0.689], [-7.163, -1.112, 1.228], [-4.639, -0.989, 1.491], [-5.741, -0.217, -0.615], [-4.278, -0.975, -1.836], [-5.802, -0.551, -2.665], [-5.371, -3.150, -2.084], [-6.967, -2.460, -1.681], [-5.441, 4.877, -0.500], [-5.201, 4.805, -2.005], [-5.061, 3.417, -2.295], [-5.993, 2.563, -1.264], [-7.239, 2.255, -1.932], [-5.172, 1.559, -0.629], [-6.273, 3.759, -0.193], [-4.504, 4.766, 0.055], [-5.930, 5.809, -0.203], [-4.309, 5.356, -2.311], [-6.068, 5.180, -2.561], [7.908, 2.286, -1.206], [7.654, 2.958, -2.553], [6.255, 2.814, -2.784], [5.476, 2.839, -1.352], [4.982, 4.181, -1.130], [4.635, 1.668, -1.268], [6.779, 2.613, -0.398], [7.948, 1.197, -1.311], [8.829, 2.640, -0.735], [8.228, 2.500, -3.362], [7.881, 4.029, -2.508], [5.883, 8.501, -2.229], [6.123, 8.430, -3.735], [6.263, 7.041, -4.025], [5.331, 6.187, -2.994], [4.086, 5.880, -3.662], [6.153, 5.183, -2.359], [5.051, 7.384, -1.922], [6.820, 8.391, -1.675], [5.394, 9.433, -1.933], [7.016, 8.980, -4.041], [5.256, 8.804, -4.290], [-5.607, -0.377, 4.948], [-6.127, -1.787, 5.216], [-5.913, -2.005, 6.608], [-6.060, -0.585, 7.396], [-7.399, -0.504, 7.935], [-4.876, -0.382, 8.198], [-5.978, 0.390, 6.092], [-4.515, -0.368, 4.870], [-6.039, 0.057, 4.042], [-5.607, -2.543, 4.622], [-7.204, -1.853, 5.026], [4.698, -9.090, 1.548], [3.228, -8.838, 1.221], [2.986, -7.487, 1.607], [4.351, -6.620, 1.387], [4.255, -5.944, 0.112], [4.661, -5.936, 2.620], [5.375, -7.878, 1.219], [4.837, -9.278, 2.618], [5.111, -9.925, 0.976], [2.560, -9.517, 1.756], [3.045, -8.920, 0.145]], "forces_ev_per_angstrom": [[1.1, 0.3, -0.8], [1.3, 1.4, 1.2], [-0.2, 0.1, 0.7], [-0.2, -2.2, 1.0], [1.1, -0.4, -2.1], [-2.1, 3.7, 1.5], [7.4, -11.0, -1.8], [-0.2, -0.2, -1.6], [-1.3, -0.6, 2.1], [2.3, -0.7, 0.4], [-1.6, -1.0, -1.9], [-1.0, 0.3, -2.4], [-2.4, 0.3, 1.3], [0.0, 0.4, -2.4], [2.1, 1.7, 0.5], [-0.3, -0.6, 0.5], [1.0, 0.6, 1.0], [-0.3, 0.4, 0.8], [0.6, 0.9, 0.0], [0.3, 0.0, -1.0], [-1.8, -0.3, 0.8], [1.2, -0.6, -1.5], [-0.6, 2.0, 0.7], [0.2, -0.5, -0.7], [0.1, -1.1, 1.3], [0.1, -0.2, -0.1], [-0.2, -0.2, 0.3], [-0.3, -0.3, 0.3], [-0.1, 0.1, 0.0], [-0.3, 0.2, 0.7], [-0.3, 0.7, -0.5], [-0.5, -1.3, -0.9], [0.7, 1.1, -0.2], [-1.4, -1.1, 1.3], [0.5, 1.6, -0.8], [1.0, -0.3, 0.1], [0.0, 0.1, 0.0], [0.2, -0.2, -0.1], [0.2, -0.3, -0.1], [-0.1, 0.0, 0.1], [0.1, 0.3, 0.8], [0.2, 0.7, -0.4], [-1.0, -0.5, -0.6], [-0.3, 0.7, 1.1], [-1.1, 0.2, 1.2], [1.4, 7.4, 2.2], [0.7, -0.9, -0.4], [0.1, 0.0, -0.1], [-0.1, -0.3, -0.1], [-0.1, -0.3, -0.1], [-0.1, 0.1, 0.1], [0.3, -0.5, -0.2], [-0.5, 0.2, -0.7], [0.7, 0.3, 0.7], [-2.1, 0.5, -0.8], [1.7, 0.0, -0.3], [-6.4, -0.3, -1.8], [-1.9, -6.6, 1.4], [0.0, 0.0, -0.1], [0.0, 0.1, 0.3], [0.0, 0.0, 0.3], [0.1, 0.0, -0.1], [0.6, 0.3, 0.0], [-0.5, 0.6, 0.0], [-0.2, -0.6, 0.7], [0.1, 0.4, 0.3], [1.7, -0.1, 1.0], [0.4, 6.7, -1.4], [-0.2, -0.7, -0.9], [0.0, 0.0, -0.1], [-0.1, -0.3, 0.0], [-0.1, -0.3, 0.0], [0.1, 0.1, 0.1], [0.4, -0.5, -0.5], [0.7, 0.4, 0.2], [-0.5, -1.0, 1.0], [-0.6, 0.1, 0.3], [-2.0, -4.7, 2.7], [0.9, 1.4, -0.1], [-0.8, 0.5, -0.6], [0.0, 0.1, 0.0], [-0.3, 0.0, 0.1], [-0.4, -0.1, 0.1], [0.1, -0.3, 0.0], [0.7, 0.4, -0.1], [-0.5, 0.6, 0.0], [-0.3, -0.4, 0.8], [0.6, -0.4, 0.1], [1.4, 0.0, 1.0], [0.7, 4.9, -4.0], [-0.1, -0.7, -0.9], [-0.1, 0.1, -0.1], [-0.1, -0.3, 0.0], [-0.1, -0.3, 0.0], [0.1, 0.1, 0.1], [0.4, -0.4, -0.5], [-0.5, 0.3, -0.5], [0.4, 0.9, 0.5], [-0.3, 0.1, 0.5], [1.9, 0.1, -0.5], [-1.6, -0.3, -0.8], [-0.4, -0.7, 0.8], [-0.1, 0.0, -0.1], [0.0, 0.0, 0.3], [0.0, 0.1, 0.3], [0.1, 0.0, -0.1], [-0.3, -0.5, 0.5], [0.2, -0.6, -0.6], [0.9, 0.6, 0.3], [0.4, 0.0, 0.0], [0.2, -0.5, 1.7], [-0.6, -0.6, -1.7], [-0.8, 0.9, -0.2], [0.0, 0.0, -0.1], [0.0, 0.3, 0.0], [0.1, 0.3, 0.1], [0.0, -0.1, 0.1]]}